Entry 1:
Molecular formula: C24H41F3O3P2PtS
Method: DFT, wB97M-V/def2-TZVPD

## Properties
spin multiplicity	5
orbital gap (spin up / spin down)	7.6205 / 6.1342	eV
total charge	+2
calculated total energy	-72484.444	eV
energy above the lowest of the compared OMol25 structures with the same formula, charge and spin	63.45	kcal/mol

The geometry in XYZ format:
```
75
C24H41F3O3P2PtS wB97M-V/def2-TZVPD
Pt -0.783 -1.356 -4.621
C -0.931 -1.814 0.591
C 0.342 -2.005 -0.014
C 0.610 -0.584 1.781
C -0.768 -0.918 1.680
C 1.299 -1.276 0.747
C -2.199 -2.480 0.238
H -2.108 -3.050 -0.693
H -3.013 -1.749 0.120
H -2.514 -3.180 1.028
C -1.828 -0.411 2.567
H -2.761 -0.959 2.403
H -2.013 0.649 2.349
H -1.541 -0.504 3.622
C 1.195 0.310 2.781
H 0.836 0.064 3.791
H 0.920 1.353 2.568
H 2.289 0.246 2.770
C 2.771 -1.283 0.594
H 3.246 -1.844 1.413
H 3.174 -0.263 0.636
H 3.077 -1.745 -0.350
C 0.604 -2.874 -1.181
H 0.450 -3.935 -0.926
H 1.633 -2.762 -1.540
H -0.076 -2.636 -2.020
C -1.577 0.887 -5.145
C -1.721 -0.395 -6.018
C -0.810 -0.592 -7.239
C 0.677 -0.774 -6.825
C 0.911 -0.634 -5.304
C 1.275 0.795 -4.914
C 0.705 1.935 -5.776
C -0.819 2.017 -5.887
H -0.951 0.193 -7.981
H 1.328 -0.078 -7.349
H -1.137 -1.519 -7.727
H -1.102 2.014 -6.954
H -2.615 1.289 -5.009
H -2.783 -0.639 -6.137
H -1.167 2.984 -5.484
H 1.084 2.899 -5.391
H 2.375 0.800 -5.123
H 1.144 1.854 -6.787
H 1.008 -1.775 -7.119
H 1.726 -1.293 -4.932
P -1.305 1.097 -3.192
C -2.861 1.641 -2.446
C -2.259 -1.682 -3.228
P 1.861 1.808 -3.217
C 0.113 2.127 -2.696
C 2.394 0.368 -2.289
C 2.839 3.284 -2.977
H -2.855 1.312 -1.397
H -3.731 1.192 -2.944
H -2.950 2.733 -2.444
H -2.174 -2.777 -3.218
H -3.218 -1.341 -3.632
H -2.008 -1.225 -2.259
H 2.544 4.078 -3.678
H 3.914 3.090 -3.109
H 2.674 3.651 -1.952
H 0.256 1.883 -1.624
H -0.123 3.196 -2.803
H 2.706 0.678 -1.288
H 3.224 -0.143 -2.795
H 1.553 -0.329 -2.202
F -2.077 4.669 1.950
C -0.858 4.091 1.877
F 0.085 5.058 1.824
F -0.661 3.364 3.012
S -0.745 2.976 0.388
O -1.786 1.971 0.598
O -0.989 3.893 -0.719
O 0.631 2.451 0.482
```

These are the Löwdin partial charges, in e, on atoms 1 to 4:
1 Pt 1.1158
2 C -0.1221
3 C -0.1291
4 C -0.1173


Entry 2:
Molecular formula: C24H41FeIN2O3SSi
Method: DFT, wB97M-V/def2-TZVPD

## Properties
spin multiplicity	5
orbital gap (spin up / spin down)	5.1957 / 6.2632	eV
calculated total energy	-95879.567	eV

The geometry in XYZ format:
```
74
C24H41FeIN2O3SSi wB97M-V/def2-TZVPD
C 1.079 -2.139 -0.189
C -2.110 -1.777 0.400
H 1.156 -3.235 -0.069
H 1.095 -1.704 0.812
H 1.994 -1.838 -0.712
H -3.168 -1.971 0.215
H -1.875 -2.129 1.407
H -1.988 -0.676 0.400
C 1.381 -3.357 -3.060
C 1.847 -4.082 -4.161
C 0.974 -4.334 -5.220
C -0.322 -3.836 -5.139
H 2.033 -3.161 -2.215
H 2.878 -4.430 -4.155
H 1.285 -4.909 -6.091
H -1.047 -4.007 -5.929
N 0.123 -2.885 -2.964
C -0.727 -3.105 -4.008
C -2.094 -2.597 -3.846
N -2.363 -1.956 -2.670
C -3.626 -1.546 -2.445
C -4.401 -2.404 -4.559
C -4.677 -1.777 -3.339
H -3.810 -1.038 -1.498
H -5.681 -1.463 -3.064
C -3.094 -2.805 -4.810
H -2.819 -3.298 -5.739
H -5.180 -2.585 -5.297
Fe -0.787 -2.087 -1.107
I -1.577 -4.318 -0.418
C -2.628 3.604 1.609
C -1.142 3.488 1.274
C -0.821 4.487 0.172
C -0.281 3.776 2.496
O -0.941 2.121 0.805
Si 0.442 1.245 0.598
S 0.296 0.030 -1.093
O 1.716 2.303 0.489
C 3.155 2.087 0.637
C 3.722 1.404 -0.599
C 3.792 3.464 0.788
C 3.457 1.251 1.869
O 0.688 0.340 1.935
C 0.240 -0.072 3.263
C 0.556 -1.552 3.399
C 1.033 0.694 4.310
C -1.247 0.174 3.435
H -2.851 4.619 1.967
H -2.921 2.891 2.390
H -3.225 3.418 0.709
H -1.080 5.497 0.530
H 0.244 4.473 -0.089
H -1.424 4.276 -0.719
H -0.520 3.104 3.325
H 0.785 3.701 2.250
H -0.489 4.804 2.827
H 3.528 2.002 -1.496
H 4.816 1.318 -0.482
H 3.313 0.397 -0.743
H 3.385 3.994 1.657
H 4.877 3.360 0.932
H 3.627 4.065 -0.113
H 3.074 1.731 2.776
H 3.049 0.236 1.793
H 4.549 1.165 1.979
H 1.627 -1.730 3.242
H 0.306 -1.878 4.418
H -0.023 -2.153 2.690
H 0.912 1.777 4.201
H 0.670 0.403 5.305
H 2.096 0.445 4.242
H -1.489 1.241 3.382
H -1.823 -0.364 2.678
H -1.545 -0.189 4.431
```

These are the Löwdin partial charges, in e, on atoms 1 to 4:
1 C -0.3841
2 C -0.3700
3 H -0.0302
4 H -0.0266


Entry 3:
Molecular formula: C24H42As4F24HfN6
Method: DFT, wB97M-V/def2-TZVPD

## Properties
spin multiplicity	1
orbital gap	10.3872	eV
calculated total energy	-344406.063	eV
energy above the lowest of the compared OMol25 structures with the same formula, charge and spin	94.32	kcal/mol

The geometry in XYZ format:
```
101
C24H42As4F24HfN6 wB97M-V/def2-TZVPD
Hf -0.129 0.185 0.109
As -2.912 3.233 0.105
F -3.472 2.738 1.725
F -4.207 2.326 -0.787
F -2.277 3.757 -1.464
F -1.550 4.012 0.934
F -1.790 1.723 0.070
F -3.941 4.718 0.195
As 0.252 0.588 -3.970
F -1.536 0.998 -3.883
F 0.612 2.379 -3.919
F 2.012 0.237 -3.935
F -0.088 -1.166 -3.950
F 0.224 0.609 -5.746
F 0.255 0.565 -2.138
As 1.512 2.495 3.187
F 2.113 3.514 4.544
F 2.104 1.043 4.023
F 0.935 1.524 1.764
F 1.036 3.983 2.277
F 3.080 2.601 2.309
F -0.130 2.366 3.967
As -2.013 -3.360 0.996
F -3.552 -2.789 0.348
F -1.247 -1.721 0.725
F -0.320 -3.773 1.495
F -2.649 -5.028 1.308
F -1.545 -3.890 -0.611
F -2.424 -2.877 2.712
C 2.731 -3.350 -4.155
C 2.700 -4.249 -2.914
C 1.471 -4.273 -2.033
C 1.025 -2.963 -1.556
N 0.643 -1.930 -1.177
H 3.617 -2.717 -4.116
H 1.879 -2.676 -4.239
H 2.784 -3.883 -5.105
H 3.594 -4.083 -2.313
H 2.769 -5.277 -3.268
H 1.713 -4.851 -1.141
H 0.634 -4.853 -2.421
C -0.504 5.754 -3.276
C 0.911 5.447 -2.798
C 1.033 5.085 -1.279
C 0.786 3.642 -0.938
N 0.501 2.552 -0.660
H -1.079 6.459 -2.674
H -1.008 4.802 -3.438
H -0.503 6.276 -4.233
H 1.485 6.374 -2.807
H 1.376 4.731 -3.475
H 0.372 5.724 -0.692
H 2.034 5.380 -0.964
C -4.806 0.993 -3.704
C -4.631 -0.550 -3.899
C -4.299 -1.251 -2.525
C -3.071 -0.765 -1.905
N -2.062 -0.462 -1.343
H -5.645 1.274 -3.068
H -5.068 1.314 -4.712
H -3.921 1.462 -3.274
H -3.832 -0.615 -4.637
H -5.568 -0.902 -4.332
H -4.060 -2.304 -2.670
H -5.115 -1.073 -1.825
C 0.357 -2.653 5.321
C 1.371 -3.506 4.616
C 2.265 -2.804 3.596
C 1.615 -1.970 2.577
N 1.107 -1.312 1.777
H -0.345 -3.192 5.958
H -0.267 -2.094 4.624
H 0.829 -1.921 5.977
H 0.858 -4.287 4.056
H 1.973 -4.083 5.319
H 2.842 -3.505 2.993
H 2.940 -2.144 4.140
C -2.216 0.103 6.348
C -3.155 -0.483 5.272
C -3.359 0.371 3.987
C -2.219 0.324 3.076
N -1.359 0.298 2.285
H -2.590 1.072 6.680
H -1.271 0.277 5.833
H -2.081 -0.621 7.151
H -4.123 -0.514 5.773
H -2.833 -1.500 5.051
H -3.452 1.421 4.267
H -4.229 0.031 3.425
C 5.395 -1.158 -2.114
C 5.631 0.162 -1.401
C 4.917 0.325 -0.017
C 3.497 0.341 -0.133
N 2.296 0.311 -0.216
H 5.946 -1.310 -3.042
H 4.339 -1.258 -2.365
H 5.712 -1.953 -1.439
H 5.231 0.941 -2.050
H 6.707 0.273 -1.268
H 5.234 1.258 0.447
H 5.197 -0.469 0.676
```

These are the Löwdin partial charges, in e, on atoms 1 to 4:
1 Hf 1.9084
2 As 0.9794
3 F -0.2542
4 F -0.2665


Entry 4:
Molecular formula: C24H42As4F24HfN6
Method: DFT, wB97M-V/def2-TZVPD

## Properties
spin multiplicity	1
orbital gap	11.1687	eV
calculated total energy	-344410.153	eV
energy above the lowest of the compared OMol25 structures with the same formula, charge and spin	0.00	kcal/mol

The geometry in XYZ format:
```
101
C24H42As4F24HfN6 wB97M-V/def2-TZVPD
Hf 0.260 0.172 0.021
As 2.181 3.044 -2.133
F 1.850 2.228 -3.604
F 0.690 3.856 -2.262
F 2.460 3.807 -0.633
F 3.568 2.056 -1.859
F 3.100 4.217 -2.957
F 1.271 1.697 -1.321
As -0.351 2.656 3.238
F 1.314 3.033 3.323
F -0.051 1.227 4.135
F -1.995 2.198 3.043
F -0.573 3.952 2.139
F -0.006 1.623 1.726
F -0.704 3.584 4.616
As -3.857 -0.214 -0.787
F -5.497 -0.200 -1.233
F -4.145 -1.358 0.463
F -2.121 -0.227 -0.292
F -3.416 0.883 -2.013
F -4.067 1.063 0.337
F -3.512 -1.519 -1.862
As 2.202 -2.675 2.076
F 3.635 -1.743 2.000
F 2.514 -3.197 0.457
F 0.719 -3.541 2.010
F 1.767 -2.009 3.566
F 1.316 -1.223 1.337
F 3.020 -4.007 2.742
C 4.577 3.285 3.379
C 5.289 2.261 2.509
C 4.689 2.162 1.116
C 3.366 1.568 1.084
N 2.325 1.098 1.057
H 3.492 3.159 3.324
H 4.753 4.293 2.986
H 4.888 3.312 4.420
H 5.307 1.277 2.987
H 6.344 2.537 2.438
H 5.316 1.590 0.429
H 4.595 3.148 0.647
C -2.522 1.903 -5.068
C -2.043 0.474 -5.278
C -0.591 0.268 -4.840
C -0.486 0.128 -3.396
N -0.495 0.052 -2.258
H -2.421 2.210 -4.028
H -3.550 2.026 -5.408
H -1.954 2.607 -5.686
H -2.171 0.203 -6.325
H -2.689 -0.169 -4.674
H 0.017 1.143 -5.098
H -0.086 -0.584 -5.299
C -2.629 -4.330 1.420
C -2.560 -4.681 -0.070
C -1.162 -4.536 -0.646
C -0.682 -3.171 -0.541
N -0.323 -2.094 -0.430
H -1.706 -4.571 1.950
H -3.457 -4.869 1.882
H -2.811 -3.269 1.583
H -3.277 -4.045 -0.597
H -2.948 -5.687 -0.228
H -1.103 -4.848 -1.693
H -0.428 -5.171 -0.141
C 3.602 -4.421 -2.305
C 4.104 -3.116 -2.910
C 4.261 -2.009 -1.849
C 3.024 -1.355 -1.499
N 2.051 -0.824 -1.228
H 4.250 -4.705 -1.473
H 3.642 -5.223 -3.040
H 2.598 -4.309 -1.895
H 3.485 -2.752 -3.732
H 5.101 -3.272 -3.325
H 4.992 -1.249 -2.120
H 4.609 -2.522 -0.946
C -4.167 3.874 -1.912
C -3.060 4.842 -1.450
C -2.304 4.366 -0.203
C -1.660 3.079 -0.320
N -1.116 2.082 -0.424
H -4.372 3.090 -1.181
H -3.921 3.389 -2.851
H -5.120 4.399 -1.995
H -3.487 5.817 -1.229
H -2.323 4.952 -2.247
H -3.009 4.266 0.634
H -1.624 5.143 0.143
C -1.310 -2.898 4.804
C -2.600 -2.116 4.748
C -2.518 -0.746 4.079
C -1.726 -0.710 2.872
N -1.106 -0.695 1.913
H -0.874 -3.020 3.808
H -1.488 -3.916 5.144
H -0.561 -2.389 5.412
H -3.003 -2.033 5.761
H -3.372 -2.736 4.273
H -1.957 -0.103 4.775
H -3.476 -0.241 3.995
```

These are the Löwdin partial charges, in e, on atoms 1 to 4:
1 Hf 1.8252
2 As 0.7052
3 F -0.2216
4 F -0.2080


Entry 5:
Molecular formula: C24H42AsN5NaO6Si3Te
Method: DFT, wB97M-V/def2-TZVPD

## Properties
spin multiplicity	1
orbital gap	6.8988	eV
total charge	-1
calculated total energy	-141489.574	eV
energy above the lowest of the compared OMol25 structures with the same formula, charge and spin	38.83	kcal/mol

The geometry in XYZ format:
```
83
C24H42AsN5NaO6Si3Te wB97M-V/def2-TZVPD
Na 1.409 -0.666 -0.967
O 2.301 2.231 -0.149
C 2.565 1.456 -1.118
O 3.276 0.425 -1.000
C 1.743 1.643 -2.440
O 1.941 2.612 -3.166
O 0.881 0.708 -2.573
N -0.580 2.265 0.211
N -0.543 1.905 1.577
C -0.011 0.730 2.020
N -0.290 0.435 3.332
N -0.024 -0.230 1.045
N 0.596 -1.382 1.325
O 0.653 -2.208 0.392
O 1.123 -1.624 2.415
H 0.385 2.404 -0.114
H -0.950 1.468 -0.298
H -0.314 2.710 2.141
H -0.295 1.246 3.935
H 0.301 -0.302 3.698
Te 2.815 0.978 2.099
C 3.828 2.817 2.268
C 5.204 2.846 2.081
C 5.902 4.040 2.205
C 5.229 5.213 2.511
C 3.851 5.193 2.680
C 3.154 4.000 2.554
C 2.959 0.673 4.225
C 3.358 -0.577 4.696
C 3.413 -0.843 6.059
C 3.064 0.140 6.975
C 2.661 1.388 6.519
C 2.607 1.648 5.155
H 5.729 1.934 1.827
H 6.974 4.053 2.052
H 5.774 6.144 2.604
H 3.316 6.109 2.897
H 2.076 3.998 2.652
H 3.618 -1.357 3.988
H 3.727 -1.820 6.404
H 3.106 -0.065 8.038
H 2.388 2.162 7.226
H 2.306 2.634 4.816
C -1.326 -4.582 -1.346
Si -2.615 -3.220 -1.157
C -2.990 -2.996 0.676
C -4.214 -3.832 -1.966
As -1.659 -1.234 -1.933
Si -1.085 -1.793 -4.143
C -0.978 -0.261 -5.218
C 0.634 -2.551 -4.012
C -2.228 -3.047 -4.987
Si -3.464 0.240 -2.119
C -2.860 1.755 -3.057
C -5.034 -0.407 -2.958
C -3.897 0.760 -0.349
H -1.655 -5.479 -0.815
H -0.369 -4.267 -0.925
H -1.174 -4.852 -2.394
H -3.266 -3.953 1.130
H -3.822 -2.304 0.827
H -2.121 -2.603 1.207
H -4.425 -4.843 -1.602
H -4.146 -3.873 -3.053
H -5.064 -3.202 -1.701
H -0.439 0.523 -4.680
H -1.961 0.107 -5.518
H -0.419 -0.503 -6.128
H 1.346 -1.753 -3.786
H 0.931 -3.022 -4.952
H 0.692 -3.304 -3.223
H -3.258 -2.688 -5.037
H -2.229 -4.014 -4.479
H -1.879 -3.210 -6.012
H -2.990 1.643 -4.135
H -1.800 1.941 -2.870
H -3.424 2.636 -2.738
H -4.813 -0.924 -3.894
H -5.690 0.440 -3.185
H -5.587 -1.092 -2.313
H -3.417 1.712 -0.110
H -3.556 0.030 0.388
H -4.977 0.885 -0.229
```

These are the Löwdin partial charges, in e, on atoms 1 to 4:
1 Na 0.2584
2 O -0.1776
3 C -0.6156
4 O -0.0943